Entry from OMol25: a structure of composition C67H49ClI4N4O3SiY at a distorted geometry (the ωB97M-V functional and the def2-TZVPD basis).

## Properties
Charge ... -1
ΔE to the lowest compared entry with this formula, charge and spin ... 0.324 eV
E_LUMO (spin up / spin down) ... 0.7 / 0.7 eV
Gap between HOMO and LUMO (spin up / spin down) ... 3.62 / 3.41 eV
DFT total energy ... -5006.3859 hartree
HOMO level (spin up / spin down) ... -2.9 / -2.7 eV

Element x y z (Å)
1 Y -0.527 0.185 -0.381
2 I -5.187 -0.511 7.614
3 C -4.669 -0.503 5.587
4 C -4.065 -1.613 5.015
5 C -3.707 -1.592 3.677
6 C -3.938 -0.472 2.840
7 C -4.526 0.644 3.481
8 C -4.892 0.629 4.817
9 C -3.458 -0.403 1.467
10 C -2.987 -1.536 0.778
11 C -3.469 -2.893 0.859
12 C -2.768 -3.636 -0.047
13 C -1.822 -2.765 -0.684
14 C -0.856 -3.150 -1.616
15 C -0.797 -4.609 -1.936
16 C -0.328 -5.528 -1.001
17 C -0.284 -6.890 -1.282
18 C -0.715 -7.334 -2.520
19 I -0.660 -9.381 -2.958
20 C -1.186 -6.444 -3.475
21 C -1.222 -5.087 -3.174
22 C 0.074 -2.320 -2.303
23 N 0.185 -0.939 -2.187
24 C 1.203 -0.526 -3.020
25 C 1.601 0.846 -3.197
26 C 2.778 1.126 -4.063
27 C 3.859 1.877 -3.593
28 C 4.957 2.169 -4.394
29 C 4.987 1.696 -5.696
30 I 6.636 2.118 -6.916
31 C 3.932 0.952 -6.201
32 C 2.841 0.678 -5.386
33 C 0.916 1.939 -2.671
34 C 1.142 3.326 -3.042
35 C 0.132 4.057 -2.513
36 C -0.744 3.153 -1.803
37 N -0.198 1.871 -1.860
38 C -1.961 3.484 -1.248
39 C -2.818 2.597 -0.506
40 C -4.156 2.814 -0.183
41 C -4.576 1.728 0.597
42 C -3.479 0.884 0.739
43 N -2.412 1.392 0.049
44 C -2.474 4.866 -1.472
45 C -2.806 5.689 -0.395
46 C -3.308 6.969 -0.587
47 C -3.493 7.432 -1.881
48 I -4.278 9.350 -2.187
49 C -3.181 6.640 -2.973
50 C -2.676 5.362 -2.759
51 C 1.770 -1.663 -3.641
52 C 1.066 -2.772 -3.202
53 N -2.008 -1.479 -0.194
54 H -3.841 -2.486 5.616
55 H -3.169 -2.445 3.293
56 H -4.674 1.556 2.920
57 H -5.336 1.512 5.259
58 H -4.295 -3.223 1.471
59 H -2.901 -4.685 -0.271
60 H -0.005 -5.173 -0.027
61 H 0.083 -7.591 -0.542
62 H -1.527 -6.799 -4.439
63 H -1.587 -4.378 -3.909
64 H 3.832 2.246 -2.574
65 H 5.782 2.750 -4.002
66 H 3.951 0.598 -7.225
67 H 2.004 0.120 -5.788
68 H 1.943 3.687 -3.667
69 H -0.018 5.121 -2.610
70 H -4.757 3.653 -0.505
71 H -5.566 1.544 0.989
72 H -2.663 5.314 0.612
73 H -3.551 7.594 0.262
74 H -3.336 7.005 -3.980
75 H -2.437 4.730 -3.607
76 H 2.605 -1.662 -4.323
77 H 1.233 -3.800 -3.486
78 Cl 6.194 -4.456 1.416
79 C 4.969 -3.302 1.861
80 C 5.212 -2.402 2.895
81 C 4.246 -1.494 3.270
82 C 3.011 -1.461 2.623
83 O 2.122 -0.569 3.076
84 C 2.792 -2.342 1.542
85 C 1.639 -2.238 0.672
86 O 0.804 -1.381 0.823
87 C 3.775 -3.267 1.186
88 H 6.168 -2.420 3.404
89 H 4.419 -0.800 4.081
90 H 1.534 -2.935 -0.175
91 H 3.591 -3.942 0.356
92 C -0.073 -5.375 3.766
93 C -0.845 -4.709 2.822
94 C -0.700 -3.338 2.652
95 C 0.203 -2.611 3.428
96 C 0.974 -3.295 4.374
97 C 0.840 -4.667 4.542
98 Si 0.439 -0.779 3.221
99 C 0.089 0.036 4.866
100 C -1.142 0.670 5.058
101 C -1.468 1.248 6.279
102 C -0.560 1.211 7.329
103 C 0.673 0.590 7.157
104 C 0.992 0.011 5.937
105 H -0.178 -6.446 3.897
106 H -1.557 -5.251 2.210
107 H -1.284 -2.835 1.891
108 H 1.687 -2.756 4.994
109 H 1.444 -5.182 5.279
110 H -0.477 -0.036 2.316
111 H -1.869 0.698 4.250
112 H -2.432 1.723 6.407
113 H -0.812 1.665 8.279
114 H 1.383 0.557 7.976
115 H 1.961 -0.467 5.817
116 C 3.068 0.818 -0.132
117 C 2.555 2.080 0.507
118 O 1.181 1.967 0.888
119 C 0.765 3.206 1.491
120 C -0.529 3.058 2.250
121 H 4.099 0.975 -0.459
122 H 2.490 0.540 -1.015
123 H 3.069 0.001 0.580
124 H 2.649 2.925 -0.183
125 H 3.140 2.310 1.404
126 H 0.683 3.958 0.702
127 H 1.558 3.519 2.178
128 H -1.336 2.697 1.615
129 H -0.811 4.039 2.638
130 H -0.410 2.380 3.100